122
Properties=species:S:1:pos:R:3:forces:R:3:mulliken_charge:R:1 method="wB97M-V/def2-TZVPD" total_charge=+1 largest_force_ev_per_a=9.54 e_lumo_ha=-0.1311 e_tot_ev=-178209.3171 gap_ev=7.549 e_homo_ev=-11.12
C -1.9785 7.0924 1.2533 0.77 0.18 0.10 -0.64
C -3.0188 6.8578 0.0077 -7.30 0.95 2.13 0.50
O -4.3445 7.0146 0.2759 9.23 -1.25 -2.07 -0.54
O -2.6726 6.5180 -1.3795 0.48 -1.57 2.26 -0.35
C -2.0333 5.1769 -1.4505 -0.40 0.94 2.28 -0.37
N -0.5627 5.4253 -1.7384 2.71 -3.22 1.00 0.01
C 0.3367 4.4220 -1.3786 -0.03 -2.08 0.40 0.13
N -0.1273 3.0864 -0.7579 2.30 3.09 -2.59 -0.05
C 1.1215 2.2286 -1.0725 0.55 -1.28 -2.89 -0.73
C 1.1783 0.6620 -0.6561 0.85 -0.47 -0.64 -0.47
C 0.3019 0.0694 0.5329 0.11 -2.67 1.64 -0.20
N -0.7406 0.8814 1.2164 -0.02 0.73 -0.49 -0.48
C 2.5197 3.1467 -1.0452 -2.21 -0.56 -0.43 1.42
C 3.2735 3.6176 0.2651 1.62 0.81 0.85 -1.04
C 2.7035 3.3176 1.7461 2.52 -0.44 0.91 -0.27
C 2.7097 1.7409 2.2272 -0.27 0.30 1.23 -0.73
Br 0.9618 4.2799 2.2008 1.13 -0.72 -0.49 -0.19
O 3.3696 2.4841 -2.0434 -0.34 2.94 1.24 -0.18
C 4.4379 3.3860 -2.5536 1.77 0.23 -1.06 -0.38
C 5.2501 2.5214 -3.6707 -0.27 -1.66 1.10 0.36
C 6.1221 1.3799 -2.8124 0.57 0.70 -0.73 -1.24
C 6.2957 3.2830 -4.6273 0.47 -0.12 -0.83 -0.89
C 6.1245 4.8781 -4.8784 0.82 0.56 -0.35 0.18
C 4.7004 5.3442 -5.5758 0.78 1.06 -0.63 -1.02
C 6.5476 5.8284 -3.5681 0.37 0.34 -1.46 -0.94
N 1.8680 4.4459 -1.5694 -4.47 0.49 -1.43 -0.50
H -0.9797 7.6489 0.9264 -2.21 -1.32 0.47 0.29
H -2.4943 7.7567 2.0855 0.75 -1.45 -2.13 0.32
H -1.6666 6.0857 1.8071 -0.78 1.97 -1.53 0.11
H -2.0739 4.7627 -0.3313 0.21 0.30 -2.65 0.37
H -2.5551 4.4386 -2.1920 1.01 1.83 1.15 0.25
H -0.1488 6.2992 -2.1305 -0.96 -0.84 0.49 0.33
H -0.9181 2.6614 -1.3240 0.93 0.90 1.15 0.45
H 0.9855 2.1591 -2.2645 0.93 -0.03 2.49 0.36
H 2.3255 0.4066 -0.4420 -2.54 0.69 -0.49 0.09
H 0.9354 0.0247 -1.6383 0.44 1.61 2.16 0.39
H 1.0426 -0.3364 1.3780 -1.27 0.65 -2.04 0.00
H -0.2423 -0.9207 0.1405 1.35 2.45 0.85 0.25
H -0.3898 1.7125 1.7357 -0.37 -1.15 -0.47 0.10
H -1.4323 0.3385 1.7744 1.24 0.53 -0.70 0.25
H 3.4371 4.8009 0.1996 -0.50 -2.67 0.02 0.31
H 4.3868 3.1820 0.2352 -2.53 0.64 0.20 0.36
H 3.4737 3.8492 2.4932 -1.89 -0.96 -1.91 0.49
H 3.3588 1.6405 3.2248 -1.41 0.40 -2.24 0.37
H 1.6123 1.4683 2.5517 2.32 0.18 -0.92 0.11
H 3.1922 0.9989 1.4633 -1.21 1.57 1.26 0.24
H 4.0418 4.3628 -3.0551 0.32 -1.84 1.06 -0.24
H 5.2200 3.7010 -1.7260 -1.77 -0.68 -1.39 0.21
H 4.4321 1.9222 -4.3015 1.73 1.47 1.29 0.28
H 7.0299 1.9452 -2.2928 -1.98 -1.15 -0.94 0.32
H 5.4842 0.8332 -1.9985 1.21 0.91 -1.75 0.24
H 6.6223 0.6486 -3.6006 -1.23 1.29 1.84 0.34
H 7.3993 3.0617 -4.2336 -2.38 0.68 -0.75 0.33
H 6.2499 2.7584 -5.6990 0.04 1.10 2.33 0.29
H 6.9545 5.1654 -5.6906 -1.79 -0.81 1.74 0.37
H 3.8551 5.6247 -4.8114 1.52 -0.86 -1.43 0.19
H 4.9417 6.3669 -6.1446 -0.60 -2.17 1.27 0.37
H 4.3419 4.6069 -6.4315 0.65 1.36 2.09 0.27
H 6.7002 6.9145 -4.0353 -0.54 -2.21 1.28 0.35
H 5.7267 5.8531 -2.7363 1.71 -0.03 -1.48 0.16
H 7.6255 5.5205 -3.1712 -2.52 0.45 -0.65 0.28
H 1.8896 4.5388 -2.6248 0.62 -0.11 1.37 0.38
C -2.1091 -4.8617 2.3543 -0.34 0.16 0.08 -0.63
C -2.3603 -5.6605 1.0763 -0.23 -0.26 0.11 -0.18
C -1.4545 -5.0839 -0.0105 -0.48 -0.25 -0.53 -0.82
S -0.0355 -4.4004 0.8325 0.24 -0.83 0.45 1.05
O -0.0377 -2.9644 0.6481 0.28 -0.11 -0.20 -0.60
O 1.1275 -5.2171 0.5476 -0.18 0.71 -0.16 -0.68
C -0.5969 -4.7582 2.4855 -0.14 -0.06 0.44 -0.72
H -2.5564 -5.3433 3.2288 0.24 0.18 -0.19 0.27
H -2.5471 -3.8611 2.2570 0.06 -0.06 0.00 0.33
H -2.1058 -6.7134 1.2483 0.02 0.13 0.01 -0.08
H -3.4119 -5.6222 0.7752 0.16 -0.01 -0.01 0.48
H -1.1243 -5.8558 -0.7103 0.11 0.27 0.06 0.38
H -1.9480 -4.2740 -0.5547 0.18 -0.05 0.08 0.33
H -0.2779 -3.9685 3.1677 0.11 -0.07 -0.17 0.50
H -0.1613 -5.7156 2.7869 -0.06 0.17 -0.07 0.30
C -2.5983 -10.3529 4.0219 -0.09 -0.25 0.08 -0.76
C -3.5641 -9.4353 3.2737 -0.08 -0.16 -0.37 -0.48
C -3.7312 -8.1668 4.1086 -0.64 0.09 -0.31 -0.58
S -2.2151 -7.9742 5.0338 0.25 -0.54 0.26 1.04
O -2.5119 -8.1311 6.4422 0.17 0.46 -0.41 -0.70
O -1.4829 -6.8350 4.5178 -0.10 0.00 0.50 -0.58
C -1.4375 -9.4679 4.4510 0.26 -0.26 -0.07 -0.25
H -2.2602 -11.1837 3.3958 -0.02 0.14 0.06 0.35
H -3.0961 -10.7734 4.9038 0.09 0.03 -0.09 0.37
H -3.1401 -9.1796 2.2951 -0.01 -0.07 0.14 0.11
H -4.5287 -9.9212 3.0966 0.14 0.11 0.02 0.40
H -3.8860 -7.2876 3.4780 0.04 -0.03 0.25 0.26
H -4.5540 -8.2629 4.8224 0.22 0.09 0.00 0.41
H -0.8320 -9.9084 5.2449 -0.09 0.24 0.06 0.47
H -0.8060 -9.2051 3.5970 -0.22 0.01 0.28 0.05
C 2.3626 -10.2845 -0.2909 0.23 0.22 -0.01 -0.50
C 2.7685 -11.3631 0.7123 0.31 -0.20 -0.16 -0.65
C 1.7421 -11.3467 1.8438 0.50 -0.24 0.44 -0.68
S 0.2178 -10.7514 1.1271 -0.07 -0.60 -0.41 1.22
O -0.1032 -9.4722 1.7244 -0.21 -0.20 -0.23 -0.67
O -0.7371 -11.8398 1.0650 0.01 0.68 0.32 -0.77
C 0.8674 -10.4642 -0.5073 0.15 0.17 -0.51 -0.78
H 2.9180 -10.3729 -1.2292 -0.11 0.04 0.14 0.37
H 2.5647 -9.2926 0.1308 -0.05 -0.09 -0.10 0.25
H 2.7580 -12.3426 0.2189 0.00 0.14 0.08 0.29
H 3.7808 -11.1995 1.0951 -0.19 -0.06 -0.04 0.33
H 1.5832 -12.3459 2.2573 -0.17 0.25 0.01 0.37
H 2.0348 -10.6563 2.6397 -0.17 -0.05 -0.11 0.38
H 0.3894 -9.5892 -0.9511 -0.10 -0.13 0.15 0.37
H 0.6609 -11.3533 -1.1105 -0.07 0.10 0.15 0.36
C -7.8422 9.0180 -0.1038 -0.07 -0.20 -0.06 -0.68
C -6.3269 9.1861 -0.2059 0.13 -0.28 0.09 -0.27
C -6.0571 10.3267 -1.1859 0.60 -0.33 -0.08 -0.69
S -7.4778 11.4065 -1.0994 -0.14 0.55 0.08 1.15
O -8.1612 11.3717 -2.3753 0.27 0.22 0.39 -0.65
O -7.0944 12.6485 -0.4585 -0.22 -0.33 -0.52 -0.67
C -8.4027 10.4225 0.0634 -0.36 -0.33 0.34 -0.73
H -8.1235 8.3709 0.7321 0.02 0.09 -0.13 0.35
H -8.2272 8.5672 -1.0263 0.00 0.07 0.13 0.32
H -5.9212 9.4432 0.7801 -0.06 -0.05 -0.13 0.24
H -5.8383 8.2624 -0.5311 -0.20 0.36 0.09 0.17
H -5.1585 10.8863 -0.9143 -0.24 0.08 -0.17 0.35
H -5.9719 9.9604 -2.2127 -0.11 0.17 0.11 0.39
H -9.4695 10.4883 -0.1567 0.16 0.19 -0.05 0.41
H -8.1998 10.8107 1.0660 -0.02 0.03 -0.18 0.35

***

15
Properties=species:S:1:pos:R:3:forces:R:3:mulliken_charge:R:1 method="wB97M-V/def2-TZVPD" total_charge=+1 largest_force_ev_per_a=2.33 e_lumo_ha=-0.1237 e_tot_ev=-6803.6236 gap_ev=11.217 de_lowest_kcal_mol=15.8 e_homo_ev=-14.58
C -0.7769 -0.8478 1.1096 0.41 -0.96 2.08 -1.24
C 0.3881 -0.8923 0.1810 -0.23 0.78 -0.36 0.69
C 1.5812 -1.3945 0.4187 0.80 0.37 0.06 -0.89
N 0.1389 -0.0446 -1.0399 -0.41 -0.89 0.21 -0.21
H -0.9807 -1.8488 1.5370 0.02 0.38 -0.44 0.37
H -0.4483 -0.2777 2.0012 -0.28 -0.04 -0.42 0.29
H -1.7255 -0.4286 0.8061 -0.01 0.08 -0.65 0.38
H 2.5113 -1.2339 -0.1249 -0.57 0.06 -0.60 0.27
H 1.8153 -1.8949 1.3399 -0.51 -0.33 0.34 0.29
H -0.2175 -0.6281 -1.8017 0.29 -0.01 -0.09 0.37
H 0.9852 0.4419 -1.3341 -0.15 0.04 -0.12 0.37
H -0.6259 0.6370 -0.8262 0.85 0.28 -0.10 0.33
H -0.3992 3.0770 -0.7306 0.19 0.16 -0.26 0.31
H -1.4788 2.6804 0.2415 -0.13 -0.16 -0.05 0.32
O -0.9489 2.3293 -0.4861 -0.27 0.24 0.42 -0.66

***

25
Properties=species:S:1:pos:R:3:forces:R:3:lowdin_spin:R:1 method="wB97M-V/def2-TZVPD" total_charge=-1 largest_force_ev_per_a=2.92 e_lumo_ha="0.1160 / 0.1125" multiplicity=2 e_tot_ev=-10033.1845 gap_ev="1.915 / 9.168" de_lowest_kcal_mol=22.1 e_homo_ev="1.24 / -6.11"
C 1.1942 -0.4687 0.8560 0.57 -1.77 1.18 0.05
N -0.1339 -1.1350 0.6952 1.78 0.78 -0.01 0.00
C -1.2788 -0.2595 0.9300 -0.13 -2.52 -1.47 0.01
C -2.5319 -0.9704 0.3155 -1.25 1.02 0.94 0.00
C -2.5162 -1.1252 -1.2361 1.16 0.05 2.21 0.03
C -3.7087 -0.0398 0.7303 -0.16 -0.58 0.28 0.01
C 1.5458 0.6397 -0.0648 -0.42 1.94 -0.05 0.16
H 1.9339 -1.2743 0.7079 -0.18 0.13 0.31 0.02
H 1.3011 -0.1511 1.9126 -0.17 -0.06 -0.44 0.01
H -0.0523 -1.5458 -0.2262 -0.75 0.20 -0.16 0.01
H -1.3659 -0.2791 2.0189 -0.34 0.75 -0.08 0.00
H -1.2059 0.7368 0.4685 0.03 -0.03 0.39 0.01
H -2.7146 -1.9562 0.7754 0.38 0.34 0.08 0.00
H -3.3011 -1.7474 -1.6587 -0.48 0.54 0.12 0.00
H -2.4708 -0.0692 -1.4884 -0.01 -0.22 -1.33 0.01
H -1.6040 -1.6881 -1.4278 0.21 0.40 -0.66 0.01
H -4.6280 -0.4469 0.3091 -0.27 0.19 0.19 0.00
H -3.5985 0.9867 0.4032 0.24 0.18 -0.69 0.00
H -3.8122 0.1148 1.8193 0.02 -0.66 -0.25 0.00
H 1.8732 0.3819 -1.0638 -0.37 -0.42 -0.32 0.07
H 2.3806 1.2905 0.2632 -0.35 -0.42 0.25 0.05
H 0.6511 1.2887 -0.0894 0.52 0.16 -0.52 0.01
H 6.2121 1.6592 -1.4879 -0.46 0.41 -0.57 0.12
H 5.7647 2.9663 -2.3382 -0.20 -0.68 -0.17 0.10
O 6.1826 2.6365 -1.5319 0.64 0.28 0.77 0.33

***

Please write out number 2 again, unchanged.
15
Properties=species:S:1:pos:R:3:forces:R:3:mulliken_charge:R:1 method="wB97M-V/def2-TZVPD" total_charge=+1 largest_force_ev_per_a=2.33 e_lumo_ha=-0.1237 e_tot_ev=-6803.6236 gap_ev=11.217 de_lowest_kcal_mol=15.8 e_homo_ev=-14.58
C -0.7769 -0.8478 1.1096 0.41 -0.96 2.08 -1.24
C 0.3881 -0.8923 0.1810 -0.23 0.78 -0.36 0.69
C 1.5812 -1.3945 0.4187 0.80 0.37 0.06 -0.89
N 0.1389 -0.0446 -1.0399 -0.41 -0.89 0.21 -0.21
H -0.9807 -1.8488 1.5370 0.02 0.38 -0.44 0.37
H -0.4483 -0.2777 2.0012 -0.28 -0.04 -0.42 0.29
H -1.7255 -0.4286 0.8061 -0.01 0.08 -0.65 0.38
H 2.5113 -1.2339 -0.1249 -0.57 0.06 -0.60 0.27
H 1.8153 -1.8949 1.3399 -0.51 -0.33 0.34 0.29
H -0.2175 -0.6281 -1.8017 0.29 -0.01 -0.09 0.37
H 0.9852 0.4419 -1.3341 -0.15 0.04 -0.12 0.37
H -0.6259 0.6370 -0.8262 0.85 0.28 -0.10 0.33
H -0.3992 3.0770 -0.7306 0.19 0.16 -0.26 0.31
H -1.4788 2.6804 0.2415 -0.13 -0.16 -0.05 0.32
O -0.9489 2.3293 -0.4861 -0.27 0.24 0.42 -0.66